(1)
79
Properties=species:S:1:pos:R:3:forces:R:3:mulliken_charge:R:1 method="wB97M-V/def2-TZVPD" fmax_ev_per_a=0.63 e_tot_ha=-3679.553023 homo_lumo_gap_ev=6.081 total_charge=+1
Pb -0.3424 -2.1202 -2.1229 0.079 -0.020 -0.239 0.59
Te 2.2527 1.0417 2.3553 0.059 -0.009 0.042 0.58
C 0.7564 0.6678 3.7906 -0.033 -0.073 0.055 0.13
C 0.1751 -0.5925 3.8378 -0.050 0.096 0.009 -0.06
C -0.7550 -0.8449 4.8410 0.014 -0.073 -0.028 -0.65
N -1.0932 0.0453 5.7674 -0.019 0.009 0.007 -0.59
C -0.5130 1.2395 5.7174 -0.006 0.034 0.030 -0.46
C 0.4134 1.6064 4.7516 0.140 -0.019 0.021 -0.34
C 1.1268 1.2396 0.6176 -0.006 -0.413 0.093 -0.41
P -0.5427 1.3247 0.6393 0.140 0.585 -0.182 0.91
C -1.3489 1.8562 -0.8700 -0.088 -0.226 -0.034 0.91
C -2.6468 1.3912 -1.0898 0.005 0.020 0.019 -1.04
C -3.3517 1.8135 -2.2043 0.016 0.006 0.035 -0.65
C -2.7605 2.6923 -3.1002 -0.016 0.008 -0.025 -0.66
C -1.4788 3.1756 -2.8703 0.019 -0.007 -0.010 -0.74
C -0.7698 2.7675 -1.7528 -0.048 0.019 -0.004 -0.20
C -1.3277 2.1271 2.0282 -0.103 -0.175 0.092 0.71
C -2.3579 1.4669 2.6934 -0.003 0.047 0.046 -0.09
C -3.0271 2.1117 3.7224 0.001 0.007 -0.024 -0.67
C -2.6661 3.4037 4.0756 -0.004 0.037 -0.010 -0.58
C -1.6438 4.0626 3.4016 -0.035 0.023 0.009 -0.68
C -0.9688 3.4294 2.3729 -0.039 0.052 -0.062 -0.81
P 1.9307 0.7807 -0.9996 -0.277 0.095 0.217 0.99
C 3.3558 -0.2132 -0.4619 0.058 -0.025 -0.065 0.06
C 4.6780 0.1920 -0.6097 0.006 0.025 0.049 -0.30
C 5.7113 -0.6519 -0.2199 0.006 0.016 -0.011 -0.80
C 5.4305 -1.9006 0.3100 0.010 -0.019 0.017 -0.47
C 4.1118 -2.3227 0.4377 -0.004 0.002 -0.020 -0.85
C 3.0826 -1.4873 0.0436 0.035 -0.027 -0.044 0.15
C 2.6426 2.3765 -1.5069 0.005 0.034 -0.083 -0.08
C 2.6348 2.6497 -2.8746 0.019 -0.016 -0.011 -0.49
C 3.1344 3.8514 -3.3547 0.012 0.008 -0.001 -0.71
C 3.6322 4.7962 -2.4693 -0.001 0.004 0.004 -0.48
C 3.6479 4.5313 -1.1059 0.002 0.005 -0.025 -0.79
C 3.1598 3.3256 -0.6267 0.026 0.023 0.029 0.14
H 0.4174 -1.3602 3.1155 0.002 -0.030 -0.020 0.52
H -1.2441 -1.8104 4.8989 -0.008 0.012 -0.020 0.43
H -0.8046 1.9489 6.4845 0.014 -0.012 0.004 0.42
H 0.8515 2.5949 4.7651 -0.020 0.014 -0.018 0.42
H -3.1111 0.7090 -0.3871 0.014 0.005 -0.010 0.48
H -4.3575 1.4520 -2.3696 0.008 -0.020 -0.012 0.50
H -3.3063 3.0126 -3.9779 -0.007 0.019 0.013 0.41
H -1.0322 3.8842 -3.5555 -0.003 -0.002 0.001 0.47
H 0.2052 3.1843 -1.5542 0.092 -0.005 -0.004 0.58
H -2.6312 0.4526 2.4321 0.007 -0.031 0.000 0.11
H -3.8224 1.5986 4.2457 0.016 -0.005 0.018 0.47
H -3.1853 3.9051 4.8819 -0.011 0.002 -0.008 0.44
H -1.3790 5.0759 3.6741 0.008 -0.006 0.006 0.45
H -0.1814 3.9455 1.8366 0.025 -0.017 0.011 0.41
H 4.9079 1.1659 -1.0222 -0.003 0.007 0.005 0.41
H 6.7376 -0.3284 -0.3318 -0.001 0.002 0.004 0.42
H 6.2381 -2.5501 0.6206 -0.001 -0.005 -0.012 0.41
H 3.8901 -3.3028 0.8394 -0.002 0.009 0.018 0.46
H 2.0542 -1.8158 0.1565 -0.020 0.007 0.015 0.23
H 2.2292 1.9201 -3.5661 -0.016 0.002 0.008 0.44
H 3.1288 4.0516 -4.4179 -0.004 0.002 0.002 0.44
H 4.0077 5.7407 -2.8401 0.013 -0.006 -0.002 0.40
H 4.0439 5.2640 -0.4152 -0.004 0.001 0.002 0.42
H 3.1922 3.1325 0.4388 -0.035 0.006 -0.008 0.22
S -0.7626 -2.3566 0.4197 0.054 -0.001 0.004 -0.37
C -2.4990 -2.1715 0.4942 -0.019 0.079 0.005 0.71
C -3.0142 -2.1604 1.8317 -0.006 -0.022 0.086 -0.39
N -3.3616 -2.1195 2.9281 0.011 0.026 -0.027 -0.51
C -3.3396 -1.9728 -0.5485 0.043 -0.059 -0.105 0.81
S -2.9157 -1.9021 -2.2426 0.008 -0.007 0.052 -0.39
C -4.7284 -1.7291 -0.2878 -0.099 0.016 0.065 -0.16
N -5.8360 -1.4846 -0.0967 0.035 -0.013 -0.033 -0.44
C -2.4252 -7.4023 -3.7638 -0.003 -0.018 0.019 -0.80
N -1.4432 -6.4110 -3.3448 0.019 0.061 -0.025 0.10
C -0.0828 -6.5840 -3.2760 0.026 -0.013 0.008 -0.21
C 0.4315 -5.3973 -2.8556 0.006 -0.054 0.013 -0.74
N -0.5976 -4.5062 -2.6659 -0.016 -0.018 -0.010 0.01
C -1.7077 -5.1488 -2.9744 -0.025 0.026 0.095 -0.49
H -1.9057 -8.3274 -3.9949 -0.006 -0.002 0.000 0.28
H -2.9504 -7.0582 -4.6518 -0.005 -0.008 0.002 0.33
H -3.1364 -7.5859 -2.9616 -0.006 -0.006 -0.010 0.33
H 0.3845 -7.5197 -3.5272 0.002 0.005 0.004 0.40
H 1.4597 -5.1353 -2.6717 -0.004 0.004 -0.017 0.45
H -2.7011 -4.7311 -2.9264 0.005 0.004 -0.015 0.53

=====

(2)
78
Properties=species:S:1:pos:R:3:forces:R:3:mulliken_charge:R:1 method="wB97M-V/def2-TZVPD" fmax_ev_per_a=3.41 e_tot_ha=-2970.675657 homo_lumo_gap_ev=6.348 total_charge=+2
Ti 1.0658 -0.3893 0.9060 0.056 0.677 1.409 0.22
C -0.5589 3.7780 0.6833 0.975 0.312 0.085 -1.80
C 0.2755 2.5360 0.5552 -0.082 -1.043 -0.550 0.25
N 0.0909 1.4289 1.2168 -0.907 1.144 0.319 1.84
N -0.8553 1.4689 2.2324 0.202 1.528 -1.024 -1.14
C -0.8444 0.3768 2.8696 -1.428 -1.712 2.281 0.71
O -0.1258 -0.6545 2.5161 1.371 -0.446 -1.554 -0.54
C -1.7312 0.1595 4.0578 -3.000 0.165 0.072 0.08
C -3.0289 0.8133 4.1445 1.729 0.373 -0.624 -0.41
C -3.9692 0.5987 5.1640 0.385 1.682 -0.968 -0.67
C -3.6480 -0.3495 6.1294 -2.485 0.205 1.061 -0.18
C -2.4609 -0.9821 6.0734 2.269 -2.295 -0.010 -0.80
C -1.5550 -0.8153 5.0157 1.223 0.345 0.443 -0.05
C 1.4599 2.3999 -0.3238 -1.279 0.801 0.296 0.87
C 1.7640 3.3685 -1.2692 -0.056 -0.034 0.566 -0.91
C 2.9606 3.3031 -1.9419 -1.614 1.387 -1.941 -0.56
C 3.7391 2.2044 -1.7432 1.487 -0.344 -0.605 -0.84
C 3.3317 1.2457 -0.8604 0.470 -0.254 1.404 -0.54
N 2.2020 1.3169 -0.0996 1.086 -0.798 -1.057 0.74
H -1.2022 4.0018 -0.1719 -0.116 -0.628 -0.031 0.32
H 0.0989 4.6667 0.7059 -0.129 -0.420 0.361 0.44
H -1.1344 3.6864 1.5960 -0.172 0.240 -0.026 0.39
H -3.1001 1.5281 3.3273 -0.895 0.238 0.405 0.38
H -4.8385 1.3225 5.2657 0.967 -1.459 -0.334 0.32
H -4.4117 -0.6331 6.9075 1.076 0.559 -0.728 0.34
H -2.1404 -1.7557 6.8071 -0.663 0.751 -0.424 0.35
H -0.6116 -1.3530 5.0252 -0.160 -0.226 0.113 0.38
H 1.0471 4.1511 -1.4496 0.027 0.231 0.043 0.52
H 3.0739 4.0492 -2.7609 0.623 -0.620 0.878 0.43
H 4.6967 2.0658 -2.2696 -0.580 0.096 0.355 0.45
H 4.1077 0.5322 -0.6139 -0.567 -0.757 0.062 0.46
O 2.9545 0.7006 3.5894 -0.365 0.705 0.068 -0.57
B 2.2521 0.1760 2.5583 -0.270 1.300 -0.063 1.08
O 2.7239 -1.0151 2.1051 0.415 -1.401 -0.235 0.07
C 3.8191 -1.3091 2.9689 0.269 0.399 0.624 0.53
C 4.6830 -2.3621 2.9482 1.062 -0.843 -1.751 -0.78
C 5.8486 -2.2830 3.7313 -0.708 0.568 0.935 -0.64
C 5.9720 -1.2774 4.6830 -0.170 0.835 -0.667 -0.54
C 5.0362 -0.2071 4.6582 1.503 0.882 2.260 -0.87
C 3.9665 -0.2064 3.8430 -0.446 -2.126 -1.788 0.65
H 4.6763 -3.1627 2.1715 -0.441 0.757 0.733 0.35
H 6.6496 -2.9740 3.5851 0.115 -0.597 0.069 0.43
H 6.8413 -1.1887 5.3677 -0.734 -0.194 -0.695 0.38
H 5.2426 0.6387 5.3282 -0.333 -0.346 -0.278 0.43
C -0.0087 1.1296 -6.4792 -0.563 0.394 1.596 -0.60
C -0.0137 2.1387 -5.5043 0.080 0.256 -1.343 -0.58
C -0.5657 1.9294 -4.2814 -0.686 -0.214 1.581 -0.35
C -1.0185 0.6655 -3.8966 0.093 0.163 -0.659 -0.15
C -0.9218 -0.3663 -4.8398 -0.987 0.365 1.090 -0.02
C -0.5309 -0.1068 -6.1450 0.226 -0.361 0.818 -0.67
Sb -2.1511 0.5954 -2.1017 0.541 -0.020 0.150 0.96
C -0.6302 -0.8136 -1.2480 -0.732 0.077 0.048 0.47
C -1.0262 -1.6868 -0.2001 2.342 -0.133 -1.042 -0.88
C -0.1612 -2.6909 0.2588 0.403 0.333 1.292 -0.88
C 1.1827 -2.6880 -0.1953 0.922 -1.384 1.180 -0.62
C 1.6453 -1.7559 -1.1304 -0.197 0.225 -0.814 -0.81
C 0.6891 -0.8579 -1.7200 1.030 -0.762 1.363 -0.21
C -3.6757 -0.7637 -2.7288 -0.246 0.318 -1.942 0.16
C -3.6730 -2.0951 -2.3571 0.620 0.820 2.153 0.36
C -4.6290 -2.9894 -2.7860 0.781 -1.489 0.633 -0.86
C -5.4864 -2.5679 -3.7402 -2.249 0.504 -2.510 -0.30
C -5.4469 -1.2903 -4.3337 0.272 1.002 -0.393 -0.59
C -4.5362 -0.3460 -3.7992 -0.093 -0.347 -0.473 -0.32
H 0.3003 1.4012 -7.4412 0.399 0.002 -1.355 0.46
H 0.2339 3.1592 -5.7589 0.348 -0.032 -0.239 0.43
H -0.7566 2.7615 -3.5994 0.286 0.000 -0.230 0.37
H -1.3421 -1.3257 -4.5342 0.166 -0.009 -0.454 0.39
H -0.7083 -0.9306 -6.7950 0.377 -0.206 -0.963 0.43
H -1.9300 -1.5029 0.2771 -1.692 -0.059 0.747 1.03
H -0.4532 -3.3224 1.1472 0.318 0.577 -1.310 0.30
H 1.9219 -3.4198 0.2898 -1.232 1.128 -0.909 0.42
H 2.7215 -1.7697 -1.4670 -1.344 0.095 0.433 0.45
H 1.0819 -0.1474 -2.4223 -0.247 0.218 -0.513 0.60
H -3.0013 -2.3166 -1.5077 -0.375 -0.548 -0.757 0.15
H -4.6222 -4.0442 -2.4300 -0.155 1.019 -0.226 0.36
H -6.2782 -3.1896 -4.1809 0.566 -0.232 0.527 0.34
H -6.1045 -1.0423 -5.2723 1.305 -0.464 2.184 0.30
H -4.4680 0.6497 -4.3101 0.011 -0.874 0.848 0.28

=====

(3)
74
Properties=species:S:1:pos:R:3:forces:R:3:mulliken_charge:R:1 method="wB97M-V/def2-TZVPD" fmax_ev_per_a=2.74 e_tot_ha=-1826.456263 smiles="FC(c1ccccc1)(c1ccccc1)[C@H]1CCCN1c1ccncc1.O=C1C(=Cc2ccccc2)C(=O)c2ccccc21" homo_lumo_gap_ev=7.635 total_charge=0
C 3.0310 -4.0570 -5.9294 -0.394 0.167 0.201 -0.45
C 3.6592 -3.3345 -4.9094 -0.047 -0.015 -0.091 -0.44
C 2.8742 -2.7645 -3.9150 -0.365 -0.320 -0.366 -0.30
C 1.4803 -2.9505 -3.9132 0.289 -0.471 -0.462 0.30
C 0.8496 -3.6991 -4.9035 0.172 0.136 0.037 -0.22
C 1.6302 -4.2252 -5.9355 0.332 0.167 0.213 -0.55
C 0.8738 -2.2653 -2.7468 -0.973 0.429 0.381 -0.39
O -0.3157 -2.2117 -2.4224 1.535 -0.300 -0.555 -0.60
C 2.0076 -1.6258 -2.0401 -0.121 0.765 0.675 -0.08
C 1.7751 -0.8401 -0.9617 0.036 -2.207 -0.294 0.63
C 2.7535 -0.4706 0.0360 1.031 0.806 1.055 0.16
C 3.8040 0.4092 -0.2769 -0.349 -0.212 0.227 -0.07
C 4.6411 0.8683 0.7314 0.020 -0.175 0.166 -0.94
C 4.4597 0.4316 2.0515 0.033 -0.030 -0.115 -0.59
C 3.4543 -0.4898 2.3641 0.149 -0.165 -0.170 -0.56
C 2.6040 -0.9545 1.3598 0.035 0.304 -0.759 0.09
C 3.2897 -1.9173 -2.7522 0.544 0.265 0.564 0.37
O 4.4190 -1.5287 -2.4808 -1.282 -0.587 -0.491 -0.68
H 3.6241 -4.4832 -6.7370 -0.131 0.076 0.199 0.39
H 4.7386 -3.2005 -4.8783 -0.198 -0.038 -0.088 0.48
H -0.2280 -3.8416 -4.8468 0.208 0.012 -0.156 0.48
H 1.1551 -4.7588 -6.7566 0.132 0.026 0.214 0.39
H 0.7275 -0.7383 -0.6799 0.205 -0.116 -0.196 0.10
H 3.9036 0.7361 -1.3100 0.033 0.014 0.375 0.48
H 5.4449 1.5616 0.4729 -0.234 -0.202 0.205 0.38
H 5.1230 0.8026 2.8371 -0.246 -0.132 -0.232 0.39
H 3.3323 -0.8566 3.3873 0.057 0.185 -0.365 0.40
H 1.7968 -1.6720 1.5611 0.355 0.360 0.100 0.42
F -0.6959 -0.4444 3.0990 -0.347 0.317 -0.499 -0.52
C -1.4050 0.4943 2.2823 -0.582 0.346 0.507 3.11
C -2.8382 0.6069 2.8218 0.452 0.139 -0.061 -0.56
C -3.2306 -0.0376 3.9955 -0.117 -0.048 -0.073 -0.55
C -4.5603 0.0391 4.4217 0.085 0.084 -0.197 -0.73
C -5.4948 0.7663 3.6773 0.049 -0.064 -0.003 -0.59
C -5.0930 1.4479 2.5267 0.505 -0.019 -0.076 -0.91
C -3.7558 1.3844 2.1093 -0.439 0.071 0.170 -0.02
C -0.6169 1.7944 2.3760 -0.081 -0.193 0.494 -1.25
C -1.1734 2.9933 2.8206 0.289 0.117 -0.184 0.10
C -0.3741 4.1435 2.8713 -0.204 -0.145 0.007 -1.07
C 0.9762 4.0763 2.5321 0.112 -0.132 -0.171 -0.70
C 1.5444 2.8570 2.1436 -0.206 -0.017 0.263 -0.40
C 0.7432 1.7215 2.0857 0.081 0.095 0.045 0.81
C -1.3942 -0.1530 0.8742 0.027 -0.074 -0.351 0.93
C -2.1628 -1.4967 0.8966 0.652 -0.014 -0.316 -1.39
C -3.4827 -1.2366 0.1821 -0.439 0.128 -0.092 -0.54
C -3.1134 -0.1943 -0.8676 0.365 0.187 -0.031 -0.85
N -2.0265 0.6068 -0.2492 -0.949 0.184 -0.211 0.75
C -1.1562 1.2680 -1.1366 0.646 -0.376 0.445 0.64
C -0.7756 0.7618 -2.4010 0.371 0.011 -0.233 -0.88
C 0.5837 0.8858 -2.7098 -1.049 0.314 0.603 -0.53
N 1.4436 1.4763 -1.8647 0.516 1.752 -2.048 -0.32
C 0.9329 2.4196 -1.0708 -0.573 -0.403 0.187 -0.96
C -0.3937 2.3474 -0.6549 0.094 -0.190 -0.276 -0.36
H -2.4960 -0.6063 4.5706 -0.285 0.178 -0.238 0.39
H -4.8531 -0.4846 5.3341 0.003 0.204 -0.291 0.40
H -6.5397 0.8064 3.9895 0.310 -0.017 -0.031 0.39
H -5.8016 2.0316 1.9347 0.150 -0.180 0.286 0.40
H -3.4105 1.9377 1.2294 -0.279 -0.308 0.331 0.34
H -2.2201 3.0276 3.1225 0.340 0.121 -0.119 0.45
H -0.8274 5.0879 3.1822 0.235 -0.278 -0.055 0.40
H 1.6043 4.9670 2.5703 -0.223 -0.173 0.017 0.40
H 2.6045 2.7823 1.8941 -0.311 0.053 0.096 0.45
H 1.1624 0.7508 1.8207 -0.063 0.550 0.040 -0.30
H -0.3298 -0.3058 0.6249 -0.481 0.024 0.341 -0.59
H -1.5605 -2.1965 0.3019 -0.219 -0.049 0.166 0.45
H -2.2680 -1.8895 1.9113 0.004 0.052 -0.201 0.47
H -3.8775 -2.1411 -0.2966 0.051 0.182 0.182 0.56
H -4.2465 -0.8370 0.8644 0.259 -0.208 -0.154 0.13
H -2.7367 -0.6993 -1.7705 -0.125 0.065 0.204 0.41
H -3.9393 0.4753 -1.1622 0.221 -0.294 0.166 0.31
H -1.4328 0.1785 -3.0439 0.275 0.062 0.315 0.48
H 0.9936 0.4265 -3.6184 -0.099 -0.048 0.550 0.51
H 1.5931 3.2140 -0.7113 -0.039 -0.544 0.166 0.44
H -0.8081 3.0224 0.0855 0.191 -0.208 0.060 0.71